{"formula": "C36H86Br2ClF3N6PS", "method": "ωB97M-V/def2-TZVPD", "elements": ["Br", "Br", "Cl", "S", "P", "F", "F", "F", "N", "N", "N", "N", "N", "N", "C", "C", "C", "C", "C", "C", "C", "C", "C", "C", "C", "C", "C", "C", "C", "C", "C", "C", "C", "C", "C", "C", "C", "C", "C", "C", "C", "C", "C", "C", "C", "C", "C", "C", "C", "C", "H", "H", "H", "H", "H", "H", "H", "H", "H", "H", "H", "H", "H", "H", "H", "H", "H", "H", "H", "H", "H", "H", "H", "H", "H", "H", "H", "H", "H", "H", "H", "H", "H", "H", "H", "H", "H", "H", "H", "H", "H", "H", "H", "H", "H", "H", "H", "H", "H", "H", "H", "H", "H", "H", "H", "H", "H", "H", "H", "H", "H", "H", "H", "H", "H", "H", "H", "H", "H", "H", "H", "H", "H", "H", "H", "H", "H", "H", "H", "H", "H", "H", "H", "H", "H", "H"], "positions_angstrom": [[5.38337, -5.52050, 5.95660], [6.94997, -7.98468, 8.51045], [3.23276, -6.29603, 8.76814], [1.08240, -8.87239, 9.13583], [3.16339, -8.32870, 9.29215], [7.83281, -6.69357, 6.17555], [6.84228, -9.47072, 6.20871], [6.67978, -7.50078, 4.43880], [-1.58368, 3.26994, -8.07983], [2.34830, -0.88828, 4.14410], [3.55450, -8.56318, 10.97774], [-3.86466, -0.19511, 3.46198], [-0.43912, -1.39433, -2.17725], [-2.81736, 9.31963, -7.74653], [-2.39928, -2.11286, -3.54703], [0.02534, -0.95819, -0.86453], [-2.00570, 0.55766, 5.04899], [0.30540, -0.85877, -3.31127], [-2.89328, 10.05415, -6.49006], [-0.26183, 0.48646, -0.45445], [-4.04921, 8.60752, -8.07330], [1.35103, -1.93027, 3.93530], [-1.56895, 4.26731, -9.14569], [-1.73797, 11.02553, -6.27775], [-2.58239, 2.22599, -8.28410], [-4.48100, 7.47066, -7.14532], [2.77746, -0.35111, 1.67878], [-2.81607, 1.34686, -7.06011], [-3.34304, 1.65539, 1.87139], [-4.87602, -0.80738, 4.31862], [6.52964, -7.10871, 5.78587], [-2.48720, -0.34869, 3.91610], [4.61492, -8.72491, 6.76050], [-1.19069, 7.51388, -6.95787], [-1.16528, 3.80489, -10.54654], [4.69605, -7.70757, 11.43433], [-0.26956, 2.82863, -7.62302], [1.11508, -2.80662, 5.16009], [5.86916, -8.56849, 12.12052], [0.48119, 1.82108, -8.49349], [3.65662, -1.33273, 4.60708], [0.01146, 0.57902, -3.73782], [4.12744, -9.44526, 8.11125], [-1.89167, -1.39420, -2.30237], [-5.17536, -0.13396, 5.65891], [6.14976, -8.33260, 6.73891], [-1.58679, 8.57480, -7.98410], [4.41067, -2.34222, 3.74152], [2.36856, 0.11010, 3.07844], [-4.24164, 1.13008, 2.98389], [0.56545, -7.89872, 8.30150], [-3.98247, 8.22098, -9.09640], [-0.76500, 9.29362, -8.06529], [3.37987, -10.24829, 7.77768], [-1.76426, 6.59553, -7.08543], [-2.32531, 1.84084, 2.22196], [3.53402, -1.76514, 5.60629], [0.39430, -1.45530, 3.69463], [-4.44216, 7.75548, -6.09216], [-3.81326, 10.64774, -6.48739], [-4.86312, 9.34145, -8.10686], [-1.30641, 7.85784, -5.92837], [-1.68316, 2.89282, -10.84927], [-5.32335, 0.94293, 5.55975], [-6.09480, -0.55107, 6.08048], [5.62818, -8.59575, 13.23409], [-0.92341, 5.10221, -8.85099], [1.10277, -1.13960, -0.78264], [0.50046, 1.30119, -3.08392], [-1.29956, 0.77218, -0.63587], [-1.63128, 8.10982, -8.97434], [2.26014, -1.26267, 1.37308], [-1.65270, 11.72583, -7.11212], [-0.91164, 0.54562, 5.08706], [-5.51466, 7.18923, -7.36826], [4.96317, -10.03014, 8.63018], [3.85248, -0.51458, 1.60652], [-0.42459, -1.61672, -0.11117], [1.37850, -0.95815, -3.11880], [-0.09066, 3.64135, -10.62226], [-2.11185, -1.59470, -4.46437], [-5.25692, 1.07977, 2.57757], [5.17347, -7.13044, 10.58611], [-5.81255, -0.85635, 3.75083], [2.52553, 0.42570, 0.95086], [-0.13761, 7.24903, -7.09406], [-3.54007, 2.70076, -8.52110], [0.40470, 0.74913, -4.74470], [3.89662, -7.87833, 6.55111], [-2.32957, 1.58282, -9.13706], [-1.41978, 4.58047, -11.27510], [-1.93741, 0.74613, -6.81420], [-4.26433, 1.86682, 3.79732], [4.33960, -6.92486, 12.18805], [-2.31281, 1.59657, 4.91720], [1.36501, 0.54700, 3.00830], [-3.30232, 0.95492, 1.03351], [0.37054, 3.70201, -7.46217], [5.84046, -9.62187, 11.68231], [3.77118, -3.15100, 3.38183], [0.94803, 2.29949, -9.35433], [-3.63803, 0.65357, -7.25545], [0.84498, -2.20376, 6.03084], [-2.02337, -3.13791, -3.59192], [-3.73438, 2.60415, 1.49627], [-2.57303, 4.70390, -9.21282], [-4.38418, -0.31516, 6.38610], [-2.30218, -0.37604, -2.29033], [-2.31694, -1.91480, -1.43794], [1.99399, -3.40693, 5.40902], [4.45379, -9.49031, 5.92504], [-1.05677, 0.80201, -3.76697], [3.01303, 0.94422, 3.37654], [-2.35695, 0.21101, 6.02093], [-3.08462, 1.94713, -6.18720], [1.28776, 1.36503, -7.91144], [3.74322, -9.55419, 11.17627], [0.29331, -3.50048, 4.96447], [-0.07381, 0.60726, 0.61739], [5.21258, -2.79990, 4.32944], [-0.38492, 2.39622, -6.62353], [0.12886, -1.51184, -4.17196], [4.29697, -0.46084, 4.77231], [-3.87232, 6.57831, -7.29149], [4.88418, -1.86492, 2.88419], [0.39258, 1.18839, -0.97092], [-1.90715, 11.60693, -5.36799], [-2.31556, -1.39223, 4.20117], [-4.60834, -1.85410, 4.50221], [-0.78438, 10.50703, -6.15781], [-3.49102, -2.15662, -3.52834], [1.60598, -2.57454, 3.08368], [-2.95100, 9.37949, -5.62579], [-1.82744, -0.19631, 3.05479], [-0.15871, 1.01122, -8.84869], [6.90484, -8.13536, 11.93223]], "forces_ev_per_angstrom": [[0.5, -1.0, -0.3], [-0.6, -0.2, -0.7], [0.2, -2.3, 0.7], [0.6, 0.5, -0.1], [-0.7, 0.1, 0.9], [-2.3, -0.7, -1.0], [-1.0, 1.9, 0.9], [-0.9, 0.6, 2.9], [0.0, 0.4, 0.0], [0.0, 0.3, 0.0], [0.2, 0.8, -2.4], [-0.1, -0.4, 0.1], [0.3, -0.1, 0.3], [-0.2, -0.1, -0.3], [0.0, 0.0, -0.1], [-0.1, -0.2, 0.1], [0.2, -0.1, 0.2], [-0.1, -0.2, -0.3], [0.2, 0.1, -0.1], [0.1, 0.1, 0.2], [-0.2, 0.2, 0.0], [0.1, 0.0, 0.1], [-0.2, 0.1, 0.0], [0.1, 0.0, 0.0], [0.1, -0.1, 0.2], [-0.1, -0.2, -0.1], [0.1, 0.1, -0.1], [0.1, 0.0, 0.0], [0.1, 0.0, 0.0], [-0.2, 0.0, -0.1], [2.7, 0.3, -0.9], [0.1, 0.2, -0.3], [-0.5, -0.7, 0.2], [0.1, -0.3, 0.0], [0.1, 0.1, -0.2], [1.9, 1.1, 0.9], [-0.1, -0.2, 0.3], [0.0, 0.0, 0.0], [-1.0, -0.1, 0.0], [0.3, -0.1, 0.0], [-0.1, -0.2, 0.2], [0.2, 0.2, -0.1], [0.1, -0.8, -1.0], [0.0, -0.1, -0.2], [-0.1, -0.1, 0.2], [0.0, -1.1, -1.1], [0.3, 0.3, 0.1], [0.3, -0.1, 0.0], [-0.2, 0.2, 0.0], [0.2, 0.0, -0.1], [0.8, -0.4, 0.5], [0.2, 0.0, 0.1], [-0.1, 0.1, 0.1], [0.7, 1.3, 0.7], [0.0, 0.0, 0.1], [0.0, 0.0, -0.1], [-0.1, 0.0, 0.0], [0.2, 0.1, -0.1], [0.0, 0.0, 0.0], [-0.1, -0.2, -0.1], [0.1, 0.1, 0.1], [0.0, 0.0, 0.0], [0.0, 0.0, 0.0], [0.0, 0.0, 0.0], [0.0, 0.0, 0.0], [0.7, -0.2, -1.5], [0.1, -0.2, 0.1], [-0.1, 0.0, -0.2], [-0.1, 0.0, 0.0], [0.1, 0.0, 0.0], [-0.2, 0.1, 0.0], [0.0, 0.0, 0.0], [0.0, -0.1, 0.0], [0.0, 0.0, 0.0], [0.1, 0.0, 0.0], [-1.1, 1.2, -0.4], [0.0, -0.1, 0.0], [-0.1, 0.0, -0.1], [-0.1, 0.0, 0.2], [0.0, -0.1, 0.0], [0.0, 0.0, 0.0], [0.0, -0.2, 0.2], [-0.8, -0.7, 0.8], [0.1, 0.1, -0.1], [0.0, -0.1, 0.1], [0.0, 0.0, 0.0], [0.2, 0.2, -0.1], [0.0, 0.0, 0.0], [1.2, -0.7, 0.1], [-0.1, -0.1, -0.1], [0.0, 0.0, 0.1], [0.0, 0.0, 0.0], [0.0, 0.1, 0.0], [0.2, -1.2, -1.1], [0.0, 0.0, 0.0], [0.0, -0.2, 0.1], [0.0, 0.0, 0.1], [-0.2, 0.1, -0.1], [0.2, 1.3, 0.7], [0.0, 0.0, 0.0], [-0.1, -0.1, 0.0], [0.1, 0.0, 0.0], [0.1, 0.0, -0.1], [0.0, 0.1, 0.0], [0.0, -0.1, 0.1], [0.0, -0.1, 0.1], [0.0, 0.1, 0.0], [-0.1, 0.1, 0.0], [0.2, 0.1, 0.1], [0.0, 0.0, 0.0], [0.5, 1.1, 1.1], [0.0, 0.0, 0.0], [0.0, -0.2, 0.1], [-0.1, 0.1, 0.0], [0.1, 0.0, -0.1], [0.0, 0.0, 0.0], [-0.2, 0.4, -0.2], [0.0, 0.1, 0.0], [0.0, 0.0, 0.0], [0.0, 0.0, 0.0], [-0.1, 0.0, -0.1], [-0.1, 0.0, 0.1], [-0.2, 0.1, -0.1], [0.0, 0.0, 0.1], [-0.1, -0.1, 0.0], [-0.1, 0.0, 0.0], [0.0, -0.1, 0.0], [-0.3, 0.0, 0.0], [0.2, 0.1, -0.1], [0.0, 0.0, 0.0], [0.1, 0.0, 0.0], [-0.1, -0.1, -0.1], [0.0, 0.0, 0.1], [-0.1, 0.1, 0.0], [0.0, 0.0, 0.0], [-1.5, -0.4, 0.3]], "molar_mass_g_mol": 918.4, "e_lumo_ev": -4.651, "homo_ev": -8.69, "charge": 1}